The following is a quantum chemistry calculation of a 12-piece molecular cluster, C36H72O24S6 overall at a distorted geometry, from the OMol25 dataset.

Computed properties:
* energy relative to the best compared isomer or geometry (same formula, charge and spin): 71.6 kJ/mol
* Kohn-Sham gap: 8.41 eV

Atoms and positions in Å:
C: 2.4191 1.9272 -2.3027
C: 3.5001 0.9874 -2.8138
C: 3.7780 -0.1813 -1.8825
O: 4.0407 -1.2476 -2.7703
C: 3.5122 -0.9703 -3.9740
O: 3.4215 -1.7405 -4.8743
O: 3.0967 0.3174 -4.0125
H: 2.7997 2.4078 -1.3964
H: 1.5188 1.3611 -2.0802
H: 2.2702 2.7633 -2.9877
H: 4.3503 1.6310 -3.0644
H: 2.9388 -0.3920 -1.2126
H: 4.6440 0.0605 -1.2639
C: 2.1673 -4.8638 -3.3272
C: 0.7110 -4.5187 -3.0272
C: 0.3248 -3.0498 -3.1795
O: -0.8605 -3.0903 -3.9841
C: -1.0629 -4.3491 -4.4449
O: -1.9743 -4.6998 -5.1265
O: -0.1072 -5.1839 -3.9987
H: 2.7734 -4.2351 -2.6585
H: 2.4434 -4.6104 -4.3472
H: 2.4404 -5.8610 -2.9894
H: 0.4766 -4.9372 -2.0458
H: 1.1236 -2.4481 -3.6120
H: 0.0965 -2.6598 -2.1891
C: -0.4327 -3.6484 1.7674
C: -0.4486 -5.1551 1.9717
C: -1.7707 -5.8218 2.3681
O: -1.6779 -7.0640 1.6934
C: -0.9111 -6.9190 0.5927
O: -0.8546 -7.7137 -0.2858
O: -0.2533 -5.7426 0.6492
H: -1.2683 -3.3076 1.1598
H: 0.4638 -3.4173 1.1937
H: -0.4422 -3.0951 2.7051
H: 0.4041 -5.4381 2.5882
H: -2.6070 -5.2787 1.9211
H: -1.8772 -5.8763 3.4469
C: -3.3057 -4.9206 -1.4561
C: -3.8692 -4.2450 -2.6847
C: -5.4118 -4.2954 -2.7617
O: -5.7376 -3.0749 -2.0442
C: -4.6691 -2.2606 -2.0505
O: -4.6654 -1.1292 -1.6916
O: -3.6355 -2.8501 -2.7065
H: -2.2925 -4.6382 -1.1661
H: -3.2720 -6.0080 -1.5574
H: -3.9516 -4.7278 -0.5919
H: -3.5354 -4.6595 -3.6374
H: -5.8472 -5.1611 -2.2771
H: -5.7274 -4.0957 -3.7850
C: -3.9452 2.1786 0.0204
C: -4.7673 3.3084 -0.5576
C: -4.3184 4.6976 -0.0466
O: -3.8381 5.3311 -1.2251
C: -4.0062 4.5743 -2.3212
O: -3.6815 4.9358 -3.4129
O: -4.5435 3.3983 -1.9868
H: -2.8925 2.3830 -0.1527
H: -4.2529 1.2228 -0.4012
H: -4.1518 2.1994 1.0940
H: -5.8448 3.1833 -0.4736
H: -3.4974 4.6278 0.6722
H: -5.0828 5.2815 0.4658
C: 5.8918 3.9070 -1.1821
C: 5.7374 3.4693 0.2796
C: 4.8459 4.3301 1.1531
O: 3.9138 3.4197 1.7456
C: 3.9689 2.2311 1.1253
O: 3.2511 1.3051 1.3426
O: 4.9558 2.2420 0.2093
H: 6.7975 4.5187 -1.2373
H: 5.0520 4.4982 -1.5443
H: 6.0687 3.0905 -1.8787
H: 6.6959 3.2426 0.7427
H: 4.3531 5.1700 0.6647
H: 5.4005 4.6905 2.0224
C: 0.8318 4.8891 0.1591
S: -0.8634 5.2512 0.7176
O: -1.2395 3.9775 1.4034
C: -0.4158 6.4204 2.0239
H: 1.3794 5.7424 -0.2454
H: 0.7363 4.0503 -0.5305
H: 1.4861 4.5296 0.9614
H: 0.3728 6.0345 2.6706
H: -1.3168 6.6486 2.5885
H: -0.0083 7.3366 1.5902
C: -2.2881 1.4571 6.4668
S: -2.3642 1.3296 4.6595
O: -1.7123 0.0225 4.2841
C: -4.2004 1.0984 4.6116
H: -2.9671 0.7733 6.9760
H: -2.5861 2.4578 6.7813
H: -1.2573 1.2364 6.7365
H: -4.4852 0.8627 3.5879
H: -4.7608 1.9806 4.9272
H: -4.5011 0.3035 5.2937
C: 3.7819 -2.4362 0.9781
S: 3.1714 -2.3526 2.6697
O: 3.0275 -3.7799 3.0905
C: 4.7506 -1.7297 3.3556
H: 3.1027 -3.0116 0.3485
H: 4.7109 -3.0111 0.9782
H: 3.9174 -1.4720 0.4964
H: 4.6906 -1.6087 4.4373
H: 4.7926 -0.7212 2.9307
H: 5.6373 -2.3164 3.1258
C: 0.8996 2.0644 4.1051
S: 2.0505 3.0654 5.1095
O: 1.3691 3.1830 6.4632
C: 3.2299 1.6877 5.3346
H: 0.3858 1.3400 4.7271
H: 1.4475 1.6045 3.2781
H: 0.2120 2.7114 3.5540
H: 4.2044 1.9884 5.7266
H: 3.4216 1.1082 4.4338
H: 2.7790 1.1223 6.1520
C: -2.2984 -0.1279 -5.4960
S: -2.3933 0.8595 -3.9645
O: -1.3866 0.2605 -3.0462
C: -1.7770 2.4270 -4.6815
H: -2.1163 0.5068 -6.3576
H: -3.2662 -0.6131 -5.6110
H: -1.5229 -0.8573 -5.2711
H: -1.6903 3.1266 -3.8498
H: -2.3444 2.9117 -5.4756
H: -0.7709 2.3351 -5.1080
C: -0.3618 1.0909 0.9770
S: 0.1491 -0.0238 -0.3428
O: 1.1591 -0.9374 0.2977
C: -1.4700 -0.8971 -0.4192
H: 0.3834 1.8818 1.0135
H: -0.3549 0.5374 1.9211
H: -1.3666 1.4975 0.9338
H: -1.4576 -1.7582 -1.0845
H: -2.1211 -0.1623 -0.8859
H: -1.7717 -1.2057 0.5786

=====

The following is a quantum chemistry calculation of a 9-piece molecular cluster, C36H72O27 overall at a distorted geometry, from the OMol25 dataset.

Computed properties:
* SMILES: CCOC(=O)OC.CCOC(=O)OC.CCOC(=O)OC.CCOC(=O)OC.CCOC(=O)OC.CCOC(=O)OC.CCOC(=O)OC.CCOC(=O)OC.CCOC(=O)OC
* energy relative to the best compared isomer or geometry (same formula, charge and spin): 203.3 kJ/mol
* Kohn-Sham gap: 10.95 eV

Atoms and positions in Å:
C: 9.1277 28.3440 8.9581
C: 8.9932 29.0495 10.2831
O: 7.5842 29.2677 10.5373
C: 7.3244 30.0191 11.5807
O: 8.1377 30.5287 12.2674
O: 6.0263 30.0601 11.7860
C: 5.6005 30.9148 12.8173
H: 8.8512 29.0174 8.1526
H: 8.5209 27.4404 8.8970
H: 10.1790 28.0653 8.8756
H: 9.4699 30.0232 10.1818
H: 9.3744 28.4947 11.1341
H: 5.7754 30.5020 13.8098
H: 4.5641 31.1493 12.6129
H: 6.1362 31.8728 12.8038
C: 1.2109 35.1768 9.7953
C: 2.4548 35.1590 10.6220
O: 3.5338 34.6641 9.8412
C: 4.6739 34.4195 10.4694
O: 4.7638 34.1897 11.6293
O: 5.6387 34.4680 9.5856
C: 6.9634 34.1846 9.9847
H: 0.4703 35.7142 10.3999
H: 0.8098 34.1679 9.6931
H: 1.2871 35.7037 8.8542
H: 2.3940 34.5608 11.5293
H: 2.6275 36.1937 10.9452
H: 7.3949 34.9550 10.6127
H: 7.5382 34.1340 9.0567
H: 7.0309 33.1838 10.4112
C: 9.1252 31.7166 16.7207
C: 8.1698 31.4126 15.5880
O: 7.3170 32.5267 15.3767
C: 7.5848 33.4769 14.4753
O: 8.4442 33.4529 13.6684
O: 6.6425 34.4246 14.6269
C: 6.7576 35.6385 13.9005
H: 8.6122 32.1122 17.5965
H: 9.8553 32.4530 16.3802
H: 9.6166 30.7970 17.0452
H: 7.5110 30.6154 15.9364
H: 8.7053 31.0276 14.7248
H: 6.0970 36.3503 14.3900
H: 6.5543 35.5226 12.8445
H: 7.7431 36.1139 14.0196
C: 10.5359 32.1468 5.6303
C: 9.2218 31.5685 6.0629
O: 8.2424 32.5831 6.0261
C: 7.0787 32.2845 6.4883
O: 6.7324 31.2542 6.8850
O: 6.3449 33.3446 6.4511
C: 4.9825 33.1403 6.9097
H: 11.0817 32.5771 6.4793
H: 10.3971 32.9564 4.9130
H: 11.2396 31.4107 5.2446
H: 9.3248 31.1564 7.0722
H: 8.9555 30.6685 5.4966
H: 5.0094 32.7473 7.9256
H: 4.5489 32.4157 6.2290
H: 4.5196 34.1113 7.0143
C: 15.2436 25.5141 11.1029
C: 13.7776 25.8983 11.2126
O: 12.9751 24.9533 10.5442
C: 11.7375 25.2955 10.2923
O: 11.1901 26.2987 10.6280
O: 11.2121 24.3445 9.6276
C: 9.9555 24.6980 9.0569
H: 15.8630 26.1612 11.7170
H: 15.5763 25.5698 10.0617
H: 15.3846 24.4744 11.4085
H: 13.6307 26.9334 10.8894
H: 13.5220 26.0108 12.2800
H: 9.6388 23.8547 8.4501
H: 10.0846 25.5385 8.3666
H: 9.1960 24.9360 9.7968
C: 10.4088 29.2227 12.8561
C: 11.2522 29.7127 14.0020
O: 11.7439 28.6068 14.8134
C: 12.9375 28.1000 14.5263
O: 13.6626 28.5215 13.6925
O: 13.1840 27.1019 15.3427
C: 14.5266 26.5402 15.2124
H: 10.8998 28.6418 12.0720
H: 9.9584 30.0496 12.2758
H: 9.5244 28.6833 13.2185
H: 10.7597 30.4075 14.6789
H: 12.1083 30.2849 13.6123
H: 15.2679 27.3366 15.1937
H: 14.6083 25.9716 14.2838
H: 14.6640 25.8880 16.0635
C: 14.7017 29.8796 9.0579
C: 13.5003 29.4010 9.8332
O: 12.3556 30.2787 9.6968
C: 12.2608 31.2520 10.5872
O: 13.0889 31.6028 11.2989
O: 11.0720 31.7460 10.5319
C: 10.7765 32.6461 11.5820
H: 15.5736 29.2604 9.2412
H: 14.9378 30.8754 9.4546
H: 14.4965 30.0171 7.9997
H: 13.7273 29.1622 10.8731
H: 13.1048 28.4727 9.4051
H: 10.7394 32.0724 12.5149
H: 9.8308 33.1389 11.4660
H: 11.6149 33.3244 11.7564
C: 18.2218 26.1167 7.6990
C: 18.3202 27.4307 8.4381
O: 19.6091 28.0093 8.3384
C: 19.9179 28.8360 7.3130
O: 19.2021 29.0911 6.3705
O: 21.1646 29.3489 7.5031
C: 21.6433 30.1573 6.4545
H: 19.0325 25.4651 8.0127
H: 18.2004 26.2723 6.6213
H: 17.2784 25.6382 7.9692
H: 18.1794 27.1701 9.4865
H: 17.5824 28.1690 8.1305
H: 21.6493 29.6956 5.4745
H: 22.6760 30.4005 6.7044
H: 21.0897 31.0951 6.4781
C: 21.4456 27.7741 12.7056
C: 20.6809 27.9407 11.4146
O: 19.6283 28.8543 11.5678
C: 18.3729 28.4339 11.7457
O: 18.0279 27.3340 12.0757
O: 17.5870 29.4732 11.5232
C: 16.2481 29.2988 11.9207
H: 22.2793 27.0904 12.5521
H: 20.7869 27.2567 13.4074
H: 21.7706 28.7431 13.0620
H: 20.4364 26.9573 11.0043
H: 21.3705 28.3171 10.6545
H: 15.8255 28.3963 11.4554
H: 15.6547 30.1054 11.5172
H: 16.1098 29.1429 12.9860

=====

The following is a quantum chemistry calculation of a 12-piece molecular cluster, C36H72O36 overall at a distorted geometry, from the OMol25 dataset.

Computed properties:
* SMILES: COC(=O)OC.COC(=O)OC.COC(=O)OC.COC(=O)OC.COC(=O)OC.COC(=O)OC.COC(=O)OC.COC(=O)OC.COC(=O)OC.COC(=O)OC.COC(=O)OC.COC(=O)OC
* energy relative to the best compared isomer or geometry (same formula, charge and spin): 319.3 kJ/mol
* Kohn-Sham gap: 11.08 eV

Atoms and positions in Å:
C: -1.9369 3.4068 -6.0677
O: -3.1904 4.1344 -6.0144
C: -4.2563 3.3220 -5.8694
O: -4.2324 2.1444 -5.6312
O: -5.3244 4.0778 -5.9351
C: -6.6007 3.4546 -5.8474
H: -2.0578 2.8022 -6.9653
H: -1.7973 2.8198 -5.1638
H: -1.1729 4.1640 -6.2130
H: -6.8321 3.0433 -4.8606
H: -6.8138 2.5886 -6.4734
H: -7.3245 4.2487 -5.9999
C: 1.0791 -7.0974 -0.0175
O: 1.1801 -6.1909 1.0639
C: 2.3237 -5.5006 1.1621
O: 3.3335 -5.6171 0.5213
O: 2.1783 -4.6618 2.1692
C: 3.2255 -3.7322 2.5298
H: 1.8845 -7.8267 -0.0783
H: 0.9033 -6.5418 -0.9399
H: 0.1676 -7.6860 0.0993
H: 2.8676 -2.8200 2.0613
H: 4.2203 -4.0350 2.2082
H: 3.2872 -3.7366 3.6152
C: 1.5279 -0.2031 1.9628
O: 1.3485 0.0604 0.6112
C: 0.1842 0.5726 0.2025
O: -0.6923 0.8718 0.9705
O: 0.2878 0.9044 -1.0748
C: -0.7450 1.7077 -1.6120
H: 0.7896 -0.8739 2.4253
H: 1.4139 0.6117 2.6864
H: 2.4928 -0.6828 2.1109
H: -0.6642 2.6879 -1.1417
H: -1.7297 1.2501 -1.5579
H: -0.5152 1.8497 -2.6669
C: -2.9790 -1.8116 -0.7722
O: -3.2590 -2.8347 0.1597
C: -2.2217 -3.3215 0.8093
O: -1.0565 -3.2296 0.5269
O: -2.6750 -3.8976 1.9233
C: -1.7497 -4.6689 2.6725
H: -2.9278 -2.2315 -1.7821
H: -2.1094 -1.2103 -0.5187
H: -3.8449 -1.1670 -0.9265
H: -1.0083 -4.0235 3.1439
H: -1.2478 -5.3360 1.9669
H: -2.1340 -5.3350 3.4419
C: -0.6977 -7.2803 6.2609
O: -0.0963 -6.4525 5.2813
C: -0.3802 -5.1447 5.3252
O: -1.0871 -4.6450 6.1571
O: 0.2130 -4.5312 4.3351
C: 0.1622 -3.1075 4.2522
H: -1.7648 -7.3475 6.0074
H: -0.7602 -6.8714 7.2685
H: -0.2894 -8.2735 6.1128
H: -0.8570 -2.8583 3.9551
H: 0.8340 -2.8304 3.4477
H: 0.4018 -2.6145 5.1912
C: -3.2295 3.0295 2.6311
O: -3.2927 2.7678 1.2154
C: -4.2300 1.9936 0.6419
O: -5.1894 1.4853 1.1648
O: -4.0204 2.0743 -0.6552
C: -4.9494 1.6214 -1.6217
H: -3.5349 2.1964 3.2604
H: -3.8840 3.8742 2.8460
H: -2.2162 3.3184 2.8952
H: -4.9493 0.5357 -1.6588
H: -4.6267 2.0897 -2.5496
H: -5.9505 2.0063 -1.4215
C: 0.6779 -0.3041 -5.9951
O: 1.0063 -1.3161 -5.0629
C: 0.2786 -1.4744 -3.9674
O: -0.6218 -0.7880 -3.5529
O: 0.7759 -2.5469 -3.3623
C: 0.2793 -2.8966 -2.0969
H: -0.3968 -0.3227 -6.1932
H: 1.1091 -0.5856 -6.9536
H: 0.9664 0.7143 -5.7419
H: -0.8006 -3.0341 -2.0239
H: 0.4330 -2.1992 -1.2694
H: 0.7430 -3.8348 -1.8009
C: 4.4194 1.0024 -1.3888
O: 5.7797 1.0816 -0.9515
C: 6.6692 1.3629 -1.9186
O: 6.4395 1.4288 -3.0917
O: 7.8498 1.3915 -1.2882
C: 9.0333 1.2202 -2.0375
H: 3.7756 0.8998 -0.5175
H: 4.2593 0.0437 -1.8903
H: 4.0569 1.7890 -2.0438
H: 9.4434 0.2594 -1.7009
H: 9.8022 1.9439 -1.7738
H: 8.9860 1.0717 -3.1151
C: -6.8639 7.7855 -2.0675
O: -6.2884 6.4807 -2.1415
C: -4.9521 6.4355 -2.2874
O: -4.2583 7.3846 -2.4761
O: -4.5905 5.1592 -2.1534
C: -3.2613 4.9549 -1.6870
H: -6.5876 8.2826 -3.0003
H: -6.4081 8.3147 -1.2319
H: -7.9464 7.7585 -2.0075
H: -2.4670 4.6922 -2.3847
H: -3.2814 4.2079 -0.8971
H: -2.8978 5.8271 -1.1371
C: -2.5953 -1.2325 7.3402
O: -3.2091 -1.2856 6.0684
C: -2.6487 -0.8644 4.9582
O: -1.5606 -0.3272 4.9321
O: -3.5065 -1.0129 3.9681
C: -2.9846 -0.6963 2.6841
H: -2.1015 -0.2956 7.5934
H: -1.9070 -2.0779 7.3802
H: -3.3258 -1.3996 8.1292
H: -3.6284 -1.0898 1.9018
H: -2.0767 -1.2965 2.5593
H: -2.6966 0.3383 2.5304
C: 0.2505 4.7138 0.6263
O: 1.4441 4.7930 1.3699
C: 2.4184 3.9559 0.9693
O: 2.3100 3.0201 0.2306
O: 3.5384 4.3272 1.5603
C: 4.7083 3.6079 1.2079
H: 0.3952 5.0019 -0.4224
H: -0.5001 5.4170 0.9778
H: -0.1555 3.7041 0.5511
H: 5.5955 4.2266 1.3285
H: 4.7028 3.4234 0.1314
H: 4.8502 2.6552 1.7133
C: 8.7848 -0.6492 0.1124
O: 7.7885 -1.1317 -0.7844
C: 6.7148 -1.7046 -0.2631
O: 6.4858 -1.9431 0.8970
O: 5.9206 -2.0224 -1.2729
C: 4.5941 -2.5023 -1.0334
H: 8.3680 -0.0230 0.8981
H: 9.4860 -0.0903 -0.5021
H: 9.3519 -1.4608 0.5691
H: 4.1509 -2.8715 -1.9528
H: 4.0222 -1.6180 -0.7452
H: 4.6514 -3.2645 -0.2598

=====

Q: Look up the energy relative to the best compared isomer or geometry (same formula, charge and spin) of the first one.
A: 71.6 kJ/mol